Below is a molecular structure, C12H15CoF9N2O12, with properties calculated with ωB97M-V/def2-TZVPD.

```
! wB97M-V def2-TZVPD RIJCOSX def2/J DEFGRID3
* xyz 0 4
Co 1.74771 -29.66154 29.56697
N 2.15738 -28.25196 31.73042
O 2.44997 -27.63205 32.73287
O 1.67279 -29.43044 31.75399
O 2.35365 -27.83613 30.54662
N 1.90964 -31.89897 28.29891
O 1.62290 -31.80584 29.52973
O 2.06584 -30.75268 27.76888
O 1.97698 -32.95423 27.71372
C -3.09864 -28.09089 26.74194
C -2.17860 -28.85554 27.70227
O -2.26613 -28.26327 28.98632
C -1.36510 -28.56821 29.88897
O -0.38368 -29.22311 29.69009
C -1.64833 -27.86419 31.22891
F -2.84364 -27.27804 31.25448
F -1.56533 -28.75537 32.22593
F -0.70224 -26.92734 31.42390
H -4.09446 -28.47691 26.97707
H -2.97228 -28.40484 25.70700
H -3.05081 -27.01486 26.86368
H -1.15441 -28.86924 27.32228
H -2.40401 -29.92285 27.76033
C 1.86290 -28.65437 24.32443
C 0.86643 -28.02739 25.28679
O 1.45993 -26.88505 25.94098
C 1.82071 -27.05953 27.19183
O 1.70110 -28.07677 27.80287
C 2.34776 -25.78519 27.89523
F 3.55010 -26.04729 28.39736
F 2.40894 -24.74873 27.07929
F 1.51437 -25.50396 28.89182
H 2.19990 -29.61982 24.71961
H 2.76488 -28.04905 24.26482
H 1.46051 -28.96144 23.36103
H 0.52847 -28.75265 26.01876
H 0.01330 -27.64320 24.73018
C 6.45054 -27.12954 30.31559
C 5.53596 -28.28347 30.74295
O 6.00663 -29.45616 30.06694
C 5.06307 -30.28447 29.66250
O 3.89751 -30.10621 29.79004
C 5.63866 -31.50325 28.92169
F 5.08642 -32.60767 29.40932
F 5.33293 -31.38059 27.63630
F 6.94916 -31.60508 29.07377
H 6.24652 -26.83912 29.28268
H 7.48702 -27.47337 30.30914
H 6.35200 -26.24351 30.93763
H 4.52895 -27.98094 30.46316
H 5.60062 -28.39455 31.82327
*
```

The gap between HOMO and LUMO (spin up / spin down) is 9.958 / 10.300 eV. Its expectation value of S² is 3.76. The value obtained for the relative energy (zero: lowest compared OMol25 entry of this formula, charge and spin) is 0.789 eV. The value obtained for the lowest unoccupied orbital energy (spin up / spin down) is 0.2 / 0.1 eV.

Atomic partial charges in e from the Löwdin method, atoms 1 to 5: 0.84 -0.52 0.09 -0.04 -0.10

***

Below is a molecular structure, C12H15F9N3NaO15, with properties calculated with ωB97M-V/def2-TZVPD.

```
! wB97M-V def2-TZVPD RIJCOSX def2/J DEFGRID3
* xyz -2 1
Na 0.83581 0.19276 -0.28281
N 1.97904 -1.21986 -3.26886
O 2.69898 -2.24624 -3.20905
O 0.91452 -1.15086 -2.57992
O 2.27849 -0.31370 -4.07273
N 4.40484 -0.05486 -0.88438
O 4.90508 0.77934 -1.65259
O 4.97723 -1.14628 -0.65852
O 3.31270 0.20173 -0.29356
N 1.91932 3.31493 -1.70034
O 2.19302 4.53679 -1.56261
O 1.23742 2.68466 -0.85121
O 2.26706 2.72830 -2.73681
C 0.36781 -4.64090 2.89656
C 1.03940 -3.74731 1.86983
O 2.29047 -3.37965 2.42864
C 2.63423 -2.08842 2.36230
O 2.05461 -1.22951 1.79300
C 3.95279 -1.78345 3.10372
F 3.89293 -0.55896 3.61190
F 4.27226 -2.66682 4.06724
F 4.90738 -1.81750 2.17237
H -0.57133 -5.02884 2.49197
H 0.13512 -4.07295 3.79849
H 0.95678 -5.52036 3.15614
H 0.36682 -2.94748 1.56151
H 1.20705 -4.32647 0.95836
C -3.94670 2.12219 1.13118
C -2.44047 2.14889 1.38360
O -2.18225 1.41662 2.58405
C -1.36055 0.37196 2.58947
O -0.78461 -0.04718 1.64537
C -1.25624 -0.31583 3.97892
F -1.94838 -1.46277 3.89255
F -0.00016 -0.64497 4.24598
F -1.70426 0.46089 4.95215
H -4.26883 1.12029 0.84255
H -4.32403 2.76139 0.33186
H -4.41210 2.48924 2.04728
H -2.21658 3.20227 1.54849
H -1.86364 1.77696 0.53878
C -1.64837 3.56818 -4.01482
C -1.50068 2.52940 -2.92265
O -2.15104 1.33086 -3.32621
C -2.17824 0.33256 -2.47655
O -1.64091 0.34883 -1.40902
C -2.87299 -0.94307 -2.98246
F -3.86187 -0.61996 -3.84422
F -2.03351 -1.73355 -3.63238
F -3.39590 -1.60460 -1.95780
H -2.70236 3.73872 -4.25676
H -1.06280 3.31567 -4.89691
H -1.33095 4.55662 -3.67895
H -1.90631 2.97625 -2.01337
H -0.43514 2.30606 -2.81882
*
```

The gap between HOMO and LUMO is 5.123 eV. The value obtained for the relative energy (zero: lowest compared OMol25 entry of this formula, charge and spin) is 0.334 eV. The value obtained for the lowest unoccupied orbital energy is 3.5 eV.

Atomic partial charges in e from the Löwdin method, atoms 1 to 5: 0.42 -0.60 -0.08 -0.12 -0.05

***

| no. | maximum force (eV/Å) | E_tot (a.u.) |
| --- | --- | --- |
| 1 | 2.4 | -3760.072720 |
| 2 | 1.9 | -2820.040900 |